Record 1
Density functional theory data (wB97M-V/def2-TZVPD) for a structure of composition C34H60N2O2SiTb at a distorted geometry.

```
! wB97M-V def2-TZVPD RIJCOSX def2/J DEFGRID3
* xyz 1 7
O 0.859 -2.258 -0.999
O -1.419 -1.828 -3.821
C 2.147 -2.446 -1.886
C 3.046 -3.412 -1.187
H 2.583 -1.450 -1.947
H 1.769 -2.754 -2.862
H 3.330 -3.039 -0.187
H 3.979 -3.474 -1.762
H 2.626 -4.427 -1.102
C -0.328 -3.302 -1.129
C -0.157 -4.229 -2.302
H -1.245 -2.697 -1.199
H -0.270 -3.810 -0.156
H -0.369 -3.691 -3.236
H -0.938 -5.013 -2.206
H 0.817 -4.736 -2.334
C -2.783 -1.647 -3.412
C -0.912 -1.135 -4.970
C -3.540 -2.952 -3.557
H -3.246 -0.856 -4.021
H -2.743 -1.316 -2.364
H -3.589 -3.236 -4.612
H -4.567 -2.824 -3.203
H -3.067 -3.762 -2.983
C -1.103 -1.949 -6.230
H 0.150 -0.965 -4.752
H -1.415 -0.159 -5.047
H -0.715 -2.970 -6.115
H -0.584 -1.471 -7.064
H -2.165 -1.993 -6.487
H 0.613 -1.236 -1.039
N 1.675 1.214 2.135
C 1.482 2.461 2.601
C 0.281 3.180 2.408
C -1.003 2.691 2.095
C 2.645 3.118 3.282
H 3.520 3.146 2.612
H 2.932 2.566 4.188
H 2.373 4.142 3.559
C -2.171 3.639 2.061
H -2.880 3.407 2.871
H -2.716 3.549 1.108
H -1.834 4.674 2.180
N -1.297 1.378 1.899
C 2.846 0.438 2.458
C 3.859 0.261 1.493
C 3.773 0.903 0.143
C 4.944 -0.561 1.798
H 5.716 -0.708 1.037
C 5.043 -1.172 3.046
H 5.900 -1.799 3.275
C 4.050 -0.979 4.007
H 4.110 -1.459 4.986
C 2.943 -0.176 3.721
C 1.842 -0.014 4.719
C -2.594 0.868 2.255
C -3.578 0.674 1.263
C -3.316 0.976 -0.185
C -4.863 0.308 1.670
H -5.637 0.178 0.911
C -5.154 0.124 3.020
H -6.160 -0.155 3.321
C -4.169 0.312 3.994
H -4.399 0.173 5.051
C -2.880 0.692 3.623
C -1.818 0.972 4.642
Tb 0.236 0.104 0.859
H 3.264 0.252 -0.594
H 4.789 1.078 -0.249
H 3.275 1.884 0.155
H 1.518 1.031 4.827
H 2.191 -0.347 5.707
H 0.963 -0.627 4.470
H -3.950 0.347 -0.828
H -2.274 0.802 -0.504
H -3.557 2.023 -0.443
H -0.903 0.386 4.461
H -2.171 0.712 5.648
H -1.534 2.033 4.672
H 0.346 4.252 2.588
C 0.409 0.388 -1.670
Si 0.347 2.173 -2.259
H 1.295 0.060 -2.215
H -0.469 -0.117 -2.091
C 1.591 2.304 -3.663
C 0.874 3.326 -0.898
C -1.360 2.613 -2.868
H -1.906 1.763 -3.303
H -1.266 3.383 -3.648
H -1.966 3.032 -2.052
H 2.579 1.925 -3.360
H 1.709 3.364 -3.933
H 1.279 1.761 -4.568
H 1.701 2.924 -0.298
H 0.052 3.574 -0.215
H 1.232 4.255 -1.366
C 0.363 -1.962 1.922
H -0.447 -1.771 2.671
H 1.332 -1.927 2.455
H 0.228 -2.980 1.513
*
```

The molar mass is 715.9 g mol⁻¹. The calculation puts the total energy at -2705.203247 Eh. As for the gap between HOMO and LUMO (spin up / spin down): 8.3 / 8.3 eV. As for the lowest unoccupied orbital energy (spin up / spin down): -0.0833 / -0.0813 Ha. Its expectation value of S² is 12.6887.

Löwdin population analysis, charges in e, atoms 1 to 99:
1 O -0.19
2 O -0.24
3 C -0.11
4 C -0.05
5 H 0.10
6 H 0.12
7 H 0.10
8 H 0.10
9 H 0.09
10 C -0.08
11 C -0.07
12 H 0.12
13 H 0.11
14 H 0.07
15 H 0.11
16 H 0.08
17 C -0.26
18 C -0.26
19 C -0.06
20 H 0.13
21 H 0.09
22 H 0.08
23 H 0.08
24 H 0.07
25 C -0.07
26 H 0.11
27 H 0.11
28 H 0.08
29 H 0.08
30 H 0.08
31 H 0.00
32 N -0.10
33 C -0.32
34 C -0.04
35 C -0.34
36 C 0.00
37 H 0.10
38 H 0.09
39 H 0.09
40 C 0.00
41 H 0.10
42 H 0.09
43 H 0.09
44 N -0.12
45 C -0.24
46 C -0.22
47 C -0.03
48 C -0.04
49 H 0.12
50 C -0.06
51 H 0.11
52 C -0.03
53 H 0.12
54 C -0.23
55 C -0.03
56 C -0.23
57 C -0.22
58 C -0.05
59 C -0.04
60 H 0.12
61 C -0.06
62 H 0.11
63 C -0.03
64 H 0.12
65 C -0.22
66 C -0.02
67 Tb 1.54
68 H 0.07
69 H 0.10
70 H 0.06
71 H 0.08
72 H 0.09
73 H 0.07
74 H 0.08
75 H 0.04
76 H 0.09
77 H 0.06
78 H 0.09
79 H 0.09
80 H 0.11
81 C -0.38
82 Si 0.39
83 H -0.03
84 H -0.02
85 C -0.18
86 C -0.17
87 C -0.17
88 H 0.02
89 H 0.04
90 H 0.02
91 H 0.03
92 H 0.04
93 H 0.03
94 H 0.00
95 H 0.02
96 H 0.05
97 C -0.30
98 H -0.02
99 H -0.02

=====

Record 2
Density functional theory data (wB97M-V/def2-TZVPD) for a cluster of 3 separate species, C34H61BBrN7O3P2S in total at a distorted geometry.

```
! wB97M-V def2-TZVPD RIJCOSX def2/J DEFGRID3
* xyz 0 1
C -7.037 -1.020 -0.128
C -5.838 -1.424 0.274
C -4.222 -1.484 0.357
C -3.497 -0.412 1.264
C -1.927 -0.408 1.354
C -0.979 -1.450 0.574
C -1.748 -2.487 -0.337
C -3.345 -2.522 -0.441
Br -4.141 -3.887 -1.637
N 0.467 -1.343 0.778
B 1.278 -2.534 0.406
C 1.624 -3.037 -1.134
O 1.817 -3.381 1.473
C 1.058 -0.032 0.480
C 2.238 0.294 -0.511
C 2.793 1.767 -0.755
C 4.010 2.118 -1.778
C 4.177 1.063 -2.987
C 3.154 1.259 -4.221
C 2.687 2.781 -4.492
C 1.830 0.324 -4.159
C 2.167 2.988 0.061
C 2.674 4.511 -0.065
C 4.147 4.668 0.655
C 0.967 2.711 1.066
C 0.444 1.240 1.248
S -1.013 0.875 2.388
H -8.075 -0.557 -0.357
H -4.093 0.363 1.863
H -1.171 -3.251 -0.965
H 1.554 -4.185 -1.157
H 0.855 -2.601 -1.896
H 2.709 -2.743 -1.450
H 1.031 -3.614 2.036
H 2.719 -0.539 -1.131
H 3.961 3.223 -2.100
H 4.980 2.026 -1.130
H 5.248 1.231 -3.420
H 4.192 -0.026 -2.567
H 3.732 0.921 -5.179
H 3.451 3.585 -4.191
H 2.554 2.889 -5.649
H 1.637 3.000 -4.049
H 2.046 -0.720 -4.610
H 1.006 0.789 -4.843
H 1.378 0.203 -3.109
H 1.964 5.179 0.577
H 2.676 4.926 -1.138
H 4.979 4.951 -0.085
H 4.099 5.529 1.439
H 4.398 3.702 1.224
H 0.436 3.541 1.670
C -8.382 6.174 -1.459
N -7.883 5.385 -2.573
C -8.126 6.063 -3.847
P -7.645 3.685 -2.700
O -6.237 3.881 -3.300
N -6.960 3.037 -1.227
C -6.701 3.851 -0.046
C -5.734 2.237 -1.427
N -9.269 3.413 -2.049
C -10.403 3.777 -2.891
C -9.673 3.037 -0.710
H -9.437 5.994 -1.244
H -8.286 7.244 -1.666
H -7.806 6.038 -0.555
H -9.120 5.835 -4.244
H -7.391 5.755 -4.598
H -8.037 7.151 -3.770
H -6.005 4.672 -0.256
H -6.271 3.245 0.761
H -7.615 4.249 0.390
H -4.846 2.870 -1.566
H -5.827 1.585 -2.300
H -5.545 1.588 -0.566
H -10.682 4.828 -2.756
H -11.292 3.176 -2.678
H -10.166 3.616 -3.946
H -9.701 3.901 -0.041
H -9.038 2.260 -0.280
H -10.679 2.600 -0.696
C 6.229 -7.200 3.241
N 7.063 -6.117 2.746
C 8.400 -6.600 2.400
P 6.970 -4.426 3.053
O 7.114 -4.099 1.552
N 5.309 -3.879 3.044
C 4.176 -4.780 2.861
C 5.051 -2.738 2.141
N 6.839 -4.751 4.788
C 8.019 -5.271 5.468
C 5.666 -4.749 5.639
H 6.341 -7.371 4.314
H 6.483 -8.143 2.748
H 5.183 -7.066 3.008
H 9.068 -6.601 3.268
H 8.856 -5.966 1.632
H 8.389 -7.613 1.984
H 4.226 -5.315 1.906
H 3.228 -4.229 2.888
H 4.083 -5.494 3.677
H 4.956 -3.054 1.092
H 5.852 -1.997 2.203
H 4.123 -2.225 2.415
H 8.065 -6.365 5.414
H 8.046 -4.999 6.527
H 8.930 -4.866 5.021
H 5.113 -5.689 5.562
H 4.998 -3.911 5.434
H 5.932 -4.630 6.696
*
```

The molar mass is 800.6 g mol⁻¹. The calculation puts the total energy at -5620.179852 Eh. As for the gap between HOMO and LUMO: 6.7 eV. As for the lowest unoccupied orbital energy: -0.0355 Ha.

Löwdin population analysis, charges in e, atoms 1 to 99:
1 C 0.07
2 C -0.09
3 C -0.20
4 C -0.02
5 C -0.36
6 C -0.13
7 C -0.01
8 C -0.55
9 Br 0.62
10 N 0.01
11 B -0.47
12 C -0.03
13 O 0.04
14 C -0.12
15 C 0.05
16 C -0.07
17 C -0.17
18 C -0.18
19 C -0.38
20 C -0.12
21 C -0.11
22 C -0.13
23 C -0.22
24 C -0.13
25 C -0.02
26 C -0.37
27 S 0.84
28 H 0.06
29 H 0.11
30 H 0.08
31 H 0.08
32 H 0.08
33 H 0.08
34 H 0.12
35 H 0.07
36 H 0.09
37 H 0.13
38 H 0.12
39 H 0.11
40 H 0.13
41 H 0.07
42 H 0.09
43 H 0.09
44 H 0.08
45 H 0.08
46 H 0.06
47 H 0.10
48 H 0.10
49 H 0.07
50 H 0.07
51 H 0.08
52 H 0.10
53 C -0.12
54 N -0.31
55 C -0.14
56 P 0.79
57 O -0.31
58 N -0.33
59 C -0.15
60 C -0.16
61 N -0.31
62 C -0.14
63 C -0.13
64 H 0.07
65 H 0.08
66 H 0.05
67 H 0.06
68 H 0.07
69 H 0.08
70 H 0.09
71 H 0.08
72 H 0.05
73 H 0.08
74 H 0.07
75 H 0.06
76 H 0.07
77 H 0.08
78 H 0.08
79 H 0.08
80 H 0.07
81 H 0.08
82 C -0.12
83 N -0.31
84 C -0.14
85 P 0.79
86 O -0.32
87 N -0.33
88 C -0.15
89 C -0.15
90 N -0.31
91 C -0.14
92 C -0.13
93 H 0.07
94 H 0.08
95 H 0.05
96 H 0.06
97 H 0.07
98 H 0.08
99 H 0.10

=====

Record 3
Density functional theory data (wB97M-V/def2-TZVPD) for a cluster of 2 separate species, C34H61BF7IN2O in total at a distorted geometry.

```
! wB97M-V def2-TZVPD RIJCOSX def2/J DEFGRID3
* xyz 0 1
C 9.331 -1.848 0.025
C 7.924 -1.492 0.634
C 6.704 -2.107 -0.196
O 5.624 -2.230 0.711
B 4.569 -3.197 0.243
C 3.251 -2.762 1.150
C 2.838 -1.249 0.851
C 1.263 -1.092 0.728
C 0.795 -0.098 -0.401
C -0.284 0.951 0.066
C -1.507 0.337 0.850
C -2.835 0.208 -0.001
C -3.607 -1.099 0.479
C -5.078 -1.106 -0.080
C -5.987 -2.233 0.532
C -7.495 -1.941 0.091
C -8.191 -3.242 -0.459
N -9.614 -3.382 -0.082
C -10.358 -4.458 -0.544
C -11.734 -4.373 -0.092
C -11.760 -3.134 0.729
C -10.434 -2.570 0.688
C 4.312 -3.039 -1.372
C 2.933 -3.595 -1.914
C 2.250 -2.516 -2.876
I 3.258 -5.428 -3.072
C 5.150 -4.707 0.653
F 6.032 -4.509 1.743
F 5.860 -5.357 -0.367
C 4.079 -5.733 1.176
F 2.960 -5.823 0.361
F 3.715 -5.519 2.492
C 4.672 -7.227 1.173
F 5.902 -7.319 1.726
F 4.572 -7.831 -0.041
F 3.829 -7.963 2.009
H 9.451 -2.927 -0.238
H 10.109 -1.508 0.763
H 9.461 -1.227 -0.904
H 7.850 -0.372 0.687
H 7.786 -1.899 1.676
H 7.086 -3.069 -0.623
H 6.471 -1.329 -0.983
H 3.594 -2.771 2.220
H 2.372 -3.439 1.011
H 3.348 -0.833 -0.055
H 3.147 -0.583 1.707
H 0.770 -2.082 0.551
H 0.899 -0.699 1.719
H 1.670 0.503 -0.789
H 0.377 -0.645 -1.290
H -0.712 1.535 -0.802
H 0.263 1.711 0.699
H -1.307 -0.653 1.323
H -1.732 1.048 1.698
H -2.626 0.118 -1.097
H -3.512 1.061 0.264
H -3.625 -1.173 1.604
H -3.070 -2.007 0.105
H -5.516 -0.087 0.119
H -5.020 -1.254 -1.190
H -5.690 -3.250 0.166
H -5.982 -2.240 1.654
H -7.440 -1.211 -0.757
H -8.036 -1.437 0.924
H -7.614 -4.186 -0.253
H -8.189 -3.150 -1.584
H -9.955 -5.266 -1.195
H -12.583 -5.048 -0.305
H -12.612 -2.670 1.265
H -10.090 -1.630 1.173
H 4.338 -1.944 -1.649
H 5.111 -3.516 -2.010
H 2.173 -3.835 -1.137
H 2.591 -2.656 -3.928
H 2.420 -1.477 -2.486
H 1.138 -2.695 -2.783
C 2.721 7.298 1.815
C 1.910 8.108 0.807
C 0.429 7.767 0.672
N 0.073 6.387 0.114
C 0.911 6.079 -1.115
C 0.437 4.832 -1.844
C -1.030 4.922 -2.226
C -1.890 5.218 -1.008
C -1.409 6.456 -0.270
C 0.251 5.339 1.189
H 3.036 6.339 1.400
H 3.634 7.835 2.075
H 2.162 7.123 2.737
H 2.406 8.086 -0.166
H 1.951 9.153 1.128
H -0.009 8.492 -0.017
H -0.086 7.867 1.629
H 0.845 6.952 -1.770
H 1.944 5.953 -0.791
H 1.037 4.699 -2.747
H 0.609 3.944 -1.228
H -1.352 3.988 -2.692
H -1.166 5.711 -2.973
H -1.911 4.350 -0.343
H -2.924 5.374 -1.325
H -1.973 6.614 0.651
H -1.530 7.331 -0.913
H -0.251 5.683 2.092
H 1.309 5.183 1.368
H -0.184 4.397 0.863
*
```

The molar mass is 784.6 g mol⁻¹. The calculation puts the total energy at -2538.318459 Eh. For the energy above the lowest of the compared OMol25 structures with the same formula, charge and spin, the calculation gives 0.0 kJ/mol. As for the gap between HOMO and LUMO: 5.7 eV. As for the lowest unoccupied orbital energy: -0.0431 Ha.

Löwdin population analysis, charges in e, atoms 1 to 99:
1 C -0.14
2 C -0.22
3 C -0.25
4 O -0.09
5 B -0.70
6 C -0.10
7 C -0.18
8 C -0.20
9 C -0.21
10 C -0.23
11 C -0.21
12 C -0.21
13 C -0.22
14 C -0.23
15 C -0.20
16 C -0.17
17 C -0.14
18 N -0.15
19 C -0.12
20 C -0.08
21 C -0.10
22 C -0.11
23 C -0.18
24 C -0.72
25 C -0.18
26 I 0.77
27 C -0.25
28 F 0.05
29 F 0.04
30 C -0.29
31 F 0.07
32 F 0.11
33 C -0.45
34 F 0.15
35 F 0.13
36 F 0.09
37 H 0.07
38 H 0.06
39 H 0.07
40 H 0.10
41 H 0.11
42 H 0.12
43 H 0.12
44 H 0.11
45 H 0.08
46 H 0.09
47 H 0.11
48 H 0.10
49 H 0.10
50 H 0.10
51 H 0.10
52 H 0.09
53 H 0.09
54 H 0.10
55 H 0.11
56 H 0.11
57 H 0.10
58 H 0.12
59 H 0.12
60 H 0.11
61 H 0.12
62 H 0.11
63 H 0.11
64 H 0.10
65 H 0.09
66 H 0.12
67 H 0.13
68 H 0.12
69 H 0.08
70 H 0.08
71 H 0.10
72 H 0.09
73 H 0.07
74 H 0.05
75 H 0.05
76 H 0.06
77 H 0.07
78 C -0.09
79 C -0.22
80 C -0.12
81 N -0.24
82 C -0.10
83 C -0.16
84 C -0.18
85 C -0.17
86 C -0.10
87 C 0.04
88 H 0.07
89 H 0.08
90 H 0.08
91 H 0.11
92 H 0.12
93 H 0.13
94 H 0.14
95 H 0.15
96 H 0.13
97 H 0.13
98 H 0.11
99 H 0.12